(A)
# C2H2INO3

A 2-piece molecular cluster, C2H2INO3 overall (ωB97M-V/def2-TZVPD, OMol25).

Positions of all 9 atoms, in Å:
I (-5.35, -0.91, -2.01)
O (-0.60, 1.09, -0.91)
O (1.32, -0.56, 1.60)
O (-2.80, 0.09, -2.54)
N (1.03, 0.04, 0.41)
C (-3.78, 0.47, -1.75)
C (0.15, 0.52, -0.20)
H (-2.14, 0.72, -2.31)
H (1.14, -1.46, 1.28)

The net charge is 0. The value obtained for the gap between HOMO and LUMO is 8.80 eV.


(B)
# C2H2INO3

One molecule with the formula C2H2INO3 (ωB97M-V/def2-TZVPD, OMol25).

Positions of all 9 atoms, in Å:
I (0.23, 0.85, 2.89)
O (-0.14, -0.21, -2.27)
O (-1.71, -0.12, 0.99)
O (0.16, -1.83, -0.95)
N (0.13, -0.64, -1.18)
C (0.39, 0.37, -0.16)
C (-0.60, 0.29, 1.02)
H (1.31, -0.06, 0.19)
H (0.23, 1.36, -0.52)

The net charge is 0. As for the structure (SMILES): O=C(I)C[N+](=O)[O-]. The value obtained for the gap between HOMO and LUMO is 9.86 eV.


Of them, the most stable is (B) and the least stable is (A).


(A)
# C10H15N2O3

C10H15N2O3 as an isolated structure (ωB97M-V/def2-TZVPD, OMol25).

Positions of all 30 atoms, in Å:
O (-2.09, 1.62, -0.73)
O (-1.12, 1.95, 1.50)
O (-3.25, -0.51, 0.46)
N (-0.81, 2.19, 0.43)
N (-0.21, -0.36, -0.09)
C (-1.50, 0.95, -1.80)
C (-0.84, -0.45, -1.42)
C (3.19, 0.20, 1.42)
C (3.34, 0.26, -1.01)
C (-2.32, -1.47, 0.88)
C (2.03, 0.02, -1.12)
C (-0.94, -0.78, 1.04)
C (1.20, 0.02, 0.02)
C (3.93, 0.27, 0.27)
C (1.75, 0.18, 1.27)
H (5.06, 0.37, 0.45)
H (-2.28, -2.43, 0.27)
H (-0.86, 1.76, -2.15)
H (1.16, 0.23, 2.09)
H (-1.03, 0.02, 1.79)
H (3.61, 0.15, 2.40)
H (-1.41, -1.32, -1.32)
H (-2.61, -1.85, 1.98)
H (-4.18, -0.87, 0.65)
H (1.55, -0.11, -1.97)
H (-2.27, 0.87, -2.49)
H (-0.08, -0.62, -2.13)
H (-0.24, -1.47, 1.42)
H (3.75, 0.39, -1.93)
H (-2.53, 0.81, -0.19)

The net charge is +1. The value obtained for the gap between HOMO and LUMO (alpha / beta) is 6.06 / 6.06 eV.


(B)
# C10H15N2O3

An isolated ion of composition C10H15N2O3 and charge +1 (ωB97M-V/def2-TZVPD, OMol25).

Positions of all 30 atoms, in Å:
O (-4.97, -1.59, -0.24)
O (0.09, -2.20, -0.58)
O (0.96, -0.03, -0.23)
N (-3.50, 0.03, 0.17)
N (-4.74, -0.35, 0.09)
C (-5.88, 0.46, 0.35)
C (-2.52, -0.95, -0.08)
C (2.36, -0.36, 0.01)
C (2.48, -0.34, 1.54)
C (-0.03, -0.99, -0.27)
C (3.10, 0.86, -0.59)
C (-2.82, 1.34, 0.36)
C (-1.53, 1.07, 0.24)
C (-1.30, -0.35, 0.08)
C (2.78, -1.57, -0.75)
H (-6.79, -0.10, 0.14)
H (-2.64, -2.05, -0.20)
H (4.18, 0.71, -0.48)
H (3.17, 0.42, 1.87)
H (1.98, -2.30, -0.54)
H (-0.73, 1.94, 0.27)
H (3.84, -1.99, -0.43)
H (-5.97, 0.63, 1.48)
H (-5.86, 1.43, -0.24)
H (2.83, 1.65, 0.24)
H (2.87, -1.31, 1.94)
H (2.88, 1.11, -1.68)
H (2.85, -1.63, -1.83)
H (1.51, -0.11, 1.91)
H (-3.38, 2.20, 0.55)

The net charge is +1. As for the structure (SMILES): C[N+](=O)n1ccc(C(=O)OC(C)(C)C)c1. The value obtained for the gap between HOMO and LUMO (alpha / beta) is 5.91 / 5.91 eV.


Of them, the most stable is (A) and the least stable is (B).


(A)
# C7H6O3

A 2-piece molecular cluster, C7H6O3 overall (ωB97M-V/def2-TZVPD, OMol25).

Positions of all 16 atoms, in Å:
O (0.79, 1.19, 0.16)
O (2.04, -0.62, -1.56)
O (-2.49, -1.18, -0.16)
C (-1.08, 1.30, -1.17)
C (-0.27, 0.55, -0.21)
C (1.48, 0.48, 1.03)
C (-1.56, -1.42, 0.54)
C (2.59, -0.80, -0.58)
C (0.83, -0.67, 1.28)
C (-0.31, -0.67, 0.45)
H (2.39, 1.01, 1.51)
H (1.12, -1.47, 1.86)
H (-0.70, 1.82, -2.16)
H (-1.48, 2.16, -0.69)
H (-1.84, 0.69, -1.47)
H (-1.53, -2.37, 1.17)

The net charge is 0. The value obtained for the gap between HOMO and LUMO is 9.47 eV.


(B)
# C7H6O3

One molecule with the formula C7H6O3 (ωB97M-V/def2-TZVPD, OMol25).

Positions of all 16 atoms, in Å:
O (3.20, -0.27, -1.17)
O (-3.23, 0.15, -0.03)
O (3.03, 0.28, 1.05)
C (0.30, -1.14, -0.02)
C (-1.07, 1.25, -0.24)
C (0.94, -0.07, -0.11)
C (-1.80, 0.03, -0.12)
C (-1.20, -1.16, 0.10)
C (2.47, -0.02, -0.19)
C (0.31, 1.15, -0.24)
H (2.16, 0.42, 1.76)
H (0.92, 2.15, -0.28)
H (-1.48, 2.24, -0.54)
H (-1.78, -2.14, -0.12)
H (-3.53, -0.85, 0.11)
H (0.75, -2.03, 0.04)

The net charge is 0. As for the structure (SMILES): O=C(O)c1ccc(O)cc1. The value obtained for the gap between HOMO and LUMO is 10.06 eV.


Of them, the most stable is (B) and the least stable is (A).


(A)
# C4H8NS

C4H8NS as an isolated structure (ωB97M-V/def2-TZVPD, OMol25).

Positions of all 14 atoms, in Å:
S (3.33, 0.43, -0.62)
N (-0.41, 0.18, -0.30)
C (-1.44, -0.33, 0.65)
C (1.82, 0.02, -0.37)
C (0.59, -0.90, -0.52)
C (0.42, 1.22, 0.15)
H (-0.84, 0.35, -1.21)
H (-1.05, -0.97, 1.50)
H (0.42, -1.57, 0.31)
H (0.61, -1.47, -1.53)
H (-2.07, -1.10, 0.14)
H (0.32, 1.33, 1.19)
H (-2.12, 0.54, 1.02)
H (0.43, 2.28, -0.40)

The net charge is +1. The value obtained for the gap between HOMO and LUMO is 8.22 eV.


(B)
# C4H8NS

An isolated ion of composition C4H8NS and charge +1 (ωB97M-V/def2-TZVPD, OMol25).

Positions of all 14 atoms, in Å:
S (-2.16, -0.34, 0.50)
N (0.45, -0.15, 0.08)
C (0.07, 1.04, 0.10)
C (-0.82, -1.18, -0.25)
C (-1.40, 1.21, -0.05)
C (1.81, -0.49, 0.28)
H (1.98, -0.85, 1.28)
H (-1.76, 2.04, 0.49)
H (2.35, 0.35, -0.17)
H (-0.79, -1.13, -1.31)
H (0.68, 1.92, 0.26)
H (-0.79, -2.14, 0.22)
H (2.10, -1.41, -0.39)
H (-1.73, 1.13, -1.04)

The net charge is +1. As for the structure (SMILES): C[N+]1=CCSC1. The value obtained for the gap between HOMO and LUMO is 9.22 eV.


Of them, the most stable is (B) and the least stable is (A).


(A)
# C5H14O2

A 3-piece molecular cluster, C5H14O2 overall (ωB97M-V/def2-TZVPD, OMol25).

Positions of all 21 atoms, in Å:
O (4.36, -0.38, 0.96)
O (2.15, 0.74, -3.13)
C (-1.28, -1.02, 2.07)
C (-1.30, -0.32, 0.77)
C (-0.44, 0.73, 0.60)
C (-2.37, -0.88, -0.20)
C (-0.70, 1.42, -0.66)
H (-2.17, -1.83, -0.54)
H (-3.29, -0.87, 0.45)
H (4.97, -0.12, 0.32)
H (3.45, -0.56, 0.68)
H (-0.36, -1.29, 2.44)
H (-0.40, 0.73, -1.50)
H (-0.17, 2.33, -0.75)
H (-1.75, 1.67, -0.78)
H (-2.62, -0.32, -1.05)
H (3.01, 0.82, -3.51)
H (-1.91, -2.08, 1.96)
H (0.36, 1.00, 1.30)
H (-1.82, -0.66, 2.82)
H (2.29, 0.90, -2.26)

The net charge is 0. As for the structure (SMILES): CC=C(C)C.O.O. The value obtained for the gap between HOMO and LUMO is 8.98 eV.


(B)
# C5H14O2

A 3-piece molecular cluster, C5H14O2 overall (ωB97M-V/def2-TZVPD, OMol25).

Positions of all 21 atoms, in Å:
O (-4.11, -1.16, 1.28)
O (1.28, 1.35, 2.07)
C (0.06, -0.52, -0.29)
C (-1.17, 0.28, 0.01)
C (1.23, 1.23, -1.66)
C (1.11, -0.12, -1.01)
C (2.30, -1.03, -1.20)
H (1.18, 0.78, 1.30)
H (-1.50, 0.12, 1.03)
H (-1.02, 1.34, -0.15)
H (0.27, 1.75, -1.72)
H (1.62, 1.12, -2.68)
H (-2.02, -0.03, -0.62)
H (2.19, -1.94, -0.63)
H (2.43, -1.26, -2.26)
H (-4.74, -0.78, 1.90)
H (-4.20, -2.12, 1.39)
H (2.02, 0.97, 2.56)
H (1.91, 1.87, -1.11)
H (0.08, -1.54, 0.08)
H (3.21, -0.54, -0.87)

The net charge is 0. As for the structure (SMILES): CC=C(C)C.O.O. The value obtained for the gap between HOMO and LUMO is 9.73 eV.


Of them, the most stable is (B) and the least stable is (A).


(A)
# C4H3BrO

One molecule with the formula C4H3BrO (ωB97M-V/def2-TZVPD, OMol25).

Positions of all 9 atoms, in Å:
Br (2.65, 1.03, 0.42)
O (0.29, -2.15, 0.16)
C (0.59, -1.01, -0.10)
C (1.78, -0.33, -0.41)
C (-1.12, 0.73, 0.38)
C (-0.68, -0.12, -0.48)
H (-0.60, 0.81, 1.23)
H (-1.86, 1.52, 0.29)
H (-1.04, -0.48, -1.48)

The net charge is 0. The value obtained for the gap between HOMO and LUMO (alpha / beta) is 7.34 / 7.34 eV.


(B)
# C4H3BrO

One molecule with the formula C4H3BrO (ωB97M-V/def2-TZVPD, OMol25).

Positions of all 9 atoms, in Å:
Br (3.26, -0.74, 0.28)
O (1.26, 1.38, -0.48)
C (-1.65, -0.59, 0.16)
C (2.04, 0.01, -1.04)
C (-0.63, 0.26, 0.39)
C (0.69, 0.29, -0.37)
H (-0.62, 1.12, 1.11)
H (-1.73, -1.23, -0.63)
H (-2.61, -0.50, 0.58)

The net charge is 0. As for the structure (SMILES): C=CC1=C(Br)O1. The value obtained for the gap between HOMO and LUMO is 8.05 eV.


Of them, the most stable is (A) and the least stable is (B).


(A)
# CH2Cl4Si

A 2-piece molecular cluster, CH2Cl4Si overall (ωB97M-V/def2-TZVPD, OMol25).

Positions of all 8 atoms, in Å:
Cl (-2.93, 0.49, 1.87)
Cl (-3.12, 1.23, -1.46)
Cl (-0.12, 2.54, 0.13)
Cl (-2.64, -1.84, -0.41)
Si (-2.26, 0.07, 0.02)
C (-0.33, -0.04, -0.20)
H (0.28, -0.47, 0.61)
H (0.27, 0.32, -1.04)

The net charge is 0. The value obtained for the gap between HOMO and LUMO is 8.09 eV.


(B)
# CH2Cl4Si

A 2-piece molecular cluster, CH2Cl4Si overall (ωB97M-V/def2-TZVPD, OMol25).

Positions of all 8 atoms, in Å:
Cl (-2.84, 0.55, 0.41)
Cl (-1.50, 0.05, -2.19)
Cl (-1.23, -1.87, -0.10)
Cl (2.91, 1.40, 1.40)
Si (1.21, 0.50, 0.48)
C (-1.38, -0.08, -0.45)
H (1.91, 0.11, -0.80)
H (0.91, -0.67, 1.26)

The net charge is 0. The value obtained for the gap between HOMO and LUMO (alpha / beta) is 7.41 / 6.59 eV.


Of them, the most stable is (A) and the least stable is (B).


(A)
# C19H23N3O3

One molecule with the formula C19H23N3O3 (ωB97M-V/def2-TZVPD, OMol25).

Positions of all 48 atoms, in Å:
O (5.40, 1.64, -4.54)
O (4.89, 1.84, -0.06)
O (1.45, 0.26, -2.90)
N (5.13, 1.73, -2.29)
N (-2.81, -0.10, 1.97)
N (3.42, 0.97, -3.67)
C (4.38, 1.57, -1.14)
C (-4.86, -2.68, 1.54)
C (-0.47, 0.49, 2.26)
C (1.00, 0.71, 0.33)
C (0.76, 0.77, 1.72)
C (3.00, 1.09, -1.30)
C (-3.32, -1.99, 3.50)
C (-1.33, 0.09, 0.06)
C (2.53, 0.74, -2.63)
C (-4.05, -1.76, 0.62)
C (-1.57, 0.14, 1.45)
C (-3.03, -0.49, 3.34)
C (-4.72, -2.39, 3.04)
C (2.32, 1.03, -0.10)
C (-3.95, -0.31, 1.11)
C (4.70, 1.46, -3.57)
C (6.49, 2.22, -2.12)
C (2.93, 0.64, -5.00)
C (-0.10, 0.36, -0.48)
H (3.71, 0.88, -5.72)
H (-3.22, -2.23, 4.56)
H (0.04, 0.29, -1.54)
H (-2.16, -0.24, 3.94)
H (6.46, 3.19, -1.62)
H (2.03, 1.22, -5.22)
H (-2.56, -2.57, 2.97)
H (2.68, -0.42, -5.05)
H (-2.12, -0.18, -0.62)
H (-0.57, 0.58, 3.33)
H (-5.91, -2.61, 1.28)
H (-5.42, -1.61, 3.33)
H (-3.88, 0.37, 0.26)
H (2.96, 1.32, 0.72)
H (-4.50, -1.78, -0.37)
H (6.94, 2.31, -3.10)
H (-4.55, -3.71, 1.34)
H (-5.02, -3.29, 3.58)
H (-3.88, 0.08, 3.74)
H (1.57, 1.05, 2.38)
H (-3.03, -2.15, 0.51)
H (-4.85, -0.04, 1.67)
H (7.06, 1.52, -1.50)

The net charge is 0. As for the structure (SMILES): CN1C(=O)C(=Cc2ccc(N3CCCCCC3)cc2)C(=O)N(C)C1=O. The value obtained for the gap between HOMO and LUMO is 7.22 eV.


(B)
# C19H23N3O3

C19H23N3O3 as an isolated structure (ωB97M-V/def2-TZVPD, OMol25).

Positions of all 48 atoms, in Å:
O (-2.68, 1.53, -1.01)
O (-2.72, 3.21, 1.98)
O (2.18, -3.48, -1.97)
N (0.02, -0.91, 1.25)
N (0.85, -1.88, -1.23)
N (-1.81, 1.26, 1.60)
C (-3.63, 3.42, -0.70)
C (-0.04, -0.28, 4.89)
C (0.63, -0.47, -1.09)
C (-1.07, 0.93, 2.57)
C (2.65, -1.64, -2.98)
C (0.99, -0.05, 0.52)
C (-3.30, 1.59, -2.10)
C (-3.70, 3.08, -2.12)
C (3.78, -0.62, -2.25)
C (0.37, -0.74, 3.76)
C (-1.43, 1.56, 3.75)
C (-2.35, 2.47, 1.24)
C (0.15, -2.59, -0.15)
C (2.14, -0.85, -3.98)
C (-2.73, 2.49, -0.16)
C (-0.67, 0.98, 4.94)
C (-0.40, -0.22, 2.38)
C (0.31, -2.14, 1.03)
C (1.94, -2.35, -2.01)
H (3.17, 0.34, -1.71)
H (-2.04, 2.21, 4.03)
H (0.68, 1.30, 0.49)
H (4.62, -0.49, -2.79)
H (0.20, -3.72, -0.48)
H (1.33, -1.56, -4.41)
H (3.35, -2.24, -3.33)
H (0.51, -0.59, 5.85)
H (0.94, -1.58, 3.49)
H (-1.06, 1.26, 5.93)
H (2.20, -0.05, 0.64)
H (-0.34, -0.19, -1.44)
H (-0.31, -2.74, 1.79)
H (1.55, -2.41, 1.42)
H (-4.00, 4.36, -0.41)
H (-1.62, 0.72, 0.68)
H (-4.41, 3.44, -2.75)
H (2.75, -0.58, -4.59)
H (1.23, 0.27, -1.75)
H (1.47, -0.04, -3.70)
H (4.18, -1.06, -1.31)
H (-3.13, 1.24, -3.22)
H (-0.78, -2.21, -0.59)

The net charge is 0. The value obtained for the gap between HOMO and LUMO is 8.27 eV.


Of them, the most stable is (A) and the least stable is (B).